# 1
{"formula": "C32H44ClGeN10SSr", "method": "wB97M-V/def2-TZVPD", "species": ["Sr", "C", "C", "N", "N", "C", "N", "S", "C", "C", "C", "C", "C", "N", "H", "H", "H", "H", "H", "H", "H", "H", "H", "H", "C", "C", "C", "C", "Ge", "C", "C", "C", "C", "H", "H", "H", "H", "H", "H", "H", "H", "H", "H", "H", "H", "H", "H", "H", "H", "H", "H", "H", "Cl", "C", "C", "C", "C", "N", "C", "H", "H", "H", "H", "C", "C", "N", "C", "C", "N", "C", "N", "N", "N", "C", "C", "C", "C", "C", "C", "H", "H", "H", "H", "H", "H", "H", "H", "H", "H", "H"], "positions_angstrom": [[0.847, 0.003, 0.248], [3.655, -2.221, 0.637], [2.200, -2.608, 0.679], [1.481, -2.537, 1.749], [2.080, -2.250, 2.918], [1.261, -2.467, 4.085], [2.051, -2.579, 5.167], [-0.355, -2.617, 4.081], [1.605, -3.326, -0.504], [2.325, -4.262, -1.150], [1.737, -5.292, -2.013], [0.482, -5.181, -2.418], [-0.207, -3.891, -2.108], [0.199, -3.187, -0.821], [3.806, -1.136, 0.731], [4.138, -2.523, -0.289], [4.196, -2.683, 1.466], [2.812, -1.547, 2.968], [3.056, -2.604, 5.103], [1.621, -2.808, 6.049], [3.365, -4.391, -0.884], [2.338, -6.161, -2.243], [-0.032, -5.922, -3.013], [-1.289, -3.981, -2.152], [0.448, 1.171, -5.436], [0.362, 0.859, -3.944], [1.325, -0.253, -3.551], [1.320, -0.592, -2.007], [-0.476, -1.571, -1.589], [-2.325, -1.697, -2.489], [-2.402, -1.993, -4.003], [-3.843, -1.804, -4.487], [-4.038, -2.359, -5.892], [-0.162, 2.035, -5.690], [0.103, 0.325, -6.031], [1.475, 1.389, -5.730], [-0.672, 0.579, -3.702], [0.592, 1.767, -3.371], [2.343, 0.068, -3.778], [1.096, -1.155, -4.122], [1.408, 0.462, -1.623], [2.172, -1.259, -1.778], [0.103, -3.252, -2.984], [-2.767, -0.711, -2.342], [-2.851, -2.457, -1.910], [-2.071, -3.010, -4.216], [-1.737, -1.320, -4.550], [-4.093, -0.739, -4.459], [-4.519, -2.309, -3.789], [-3.391, -1.857, -6.613], [-5.067, -2.227, -6.220], [-3.817, -3.427, -5.924], [-2.330, 2.973, -1.578], [-2.350, 1.541, -0.684], [-3.546, 1.053, -0.094], [-3.571, -0.158, 0.559], [-2.412, -0.935, 0.686], [-1.273, -0.501, 0.153], [-1.252, 0.743, -0.551], [-4.459, 1.625, -0.218], [-4.502, -0.535, 0.964], [-2.374, -1.921, 1.139], [-0.296, 0.970, -1.132], [2.126, 1.161, 4.176], [0.672, 1.272, 3.863], [0.019, 0.535, 2.975], [-1.296, 0.974, 3.052], [-1.420, 1.948, 3.983], [-0.158, 2.136, 4.489], [0.200, 3.195, 5.418], [0.244, 4.458, 4.731], [-0.131, 5.570, 5.442], [0.063, 6.606, 4.741], [0.599, 6.220, 3.525], [1.007, 7.013, 2.449], [1.498, 6.366, 1.340], [1.566, 4.957, 1.300], [1.150, 4.165, 2.348], [0.707, 4.834, 3.501], [2.661, 0.754, 3.317], [2.290, 0.510, 5.036], [2.572, 2.131, 4.395], [-2.097, 0.501, 2.521], [-2.268, 2.506, 4.344], [1.150, 2.952, 5.893], [-0.557, 3.281, 6.194], [0.964, 8.091, 2.515], [1.844, 6.939, 0.491], [1.957, 4.489, 0.402], [1.114, 3.087, 2.258]], "molar_mass_g_mol": 796.5, "fmax_ev_per_a": 10.1, "energy_ha": -4758.21545, "total_charge": 3}



# 2
{"formula": "C32H44MoNO5Si", "method": "wB97M-V/def2-TZVPD", "species": ["C", "C", "C", "C", "H", "H", "C", "H", "H", "C", "H", "H", "C", "C", "C", "O", "O", "O", "O", "C", "H", "H", "H", "C", "H", "H", "H", "O", "H", "H", "C", "C", "H", "H", "H", "H", "H", "H", "Mo", "C", "C", "C", "H", "C", "C", "H", "H", "H", "H", "C", "C", "C", "H", "C", "C", "H", "H", "H", "H", "C", "Si", "C", "C", "N", "C", "C", "C", "C", "C", "C", "H", "H", "H", "H", "H", "H", "H", "H", "H", "H", "H", "H", "H", "H"], "positions_angstrom": [[5.565, -0.299, -0.051], [4.324, 0.333, -0.685], [5.260, -0.486, 1.458], [4.120, 0.507, 1.732], [6.159, -0.238, 2.036], [4.970, -1.525, 1.665], [3.805, 1.260, 0.416], [3.587, -0.458, -0.899], [4.579, 0.853, -1.619], [2.312, 1.496, 0.435], [4.357, 2.207, 0.378], [4.431, 1.229, 2.501], [2.725, -0.074, 2.166], [6.071, -1.532, -0.769], [6.799, 0.591, -0.262], [7.588, 0.917, 0.609], [5.436, -2.195, -1.569], [7.361, -1.794, -0.468], [6.976, 0.954, -1.544], [8.237, 1.592, -1.752], [8.272, 1.837, -2.817], [9.048, 0.908, -1.473], [8.308, 2.499, -1.138], [7.871, -2.892, -1.227], [7.237, -3.776, -1.092], [8.880, -3.059, -0.848], [7.879, -2.639, -2.296], [1.686, 0.588, 1.352], [1.833, 1.355, -0.539], [2.100, 2.521, 0.774], [2.503, 0.248, 3.638], [2.540, -1.578, 1.952], [3.216, -2.160, 2.592], [2.694, -1.868, 0.904], [1.509, -1.857, 2.217], [1.480, 0.001, 3.947], [2.693, 1.313, 3.823], [3.211, -0.331, 4.248], [-2.447, 0.199, -0.953], [-3.200, 2.793, -0.035], [-1.980, 2.265, 0.471], [-1.128, 1.959, -0.658], [-1.651, 2.257, 1.510], [-1.884, 2.266, -1.865], [-3.176, 2.737, -1.455], [-3.961, 3.069, -2.135], [-3.957, 3.294, 0.566], [-0.074, 1.709, -0.595], [-1.466, 2.347, -2.870], [-2.106, -1.952, -1.388], [-3.000, -1.381, -2.381], [-2.249, -0.386, -3.100], [-4.017, -1.711, -2.590], [-0.909, -0.375, -2.581], [-0.830, -1.319, -1.511], [0.058, -1.586, -0.940], [-2.304, -2.793, -0.744], [-2.613, 0.189, -3.949], [-0.056, 0.145, -3.011], [-3.791, -2.992, 1.141], [-4.904, -1.504, 0.954], [-6.486, -2.055, 0.109], [-5.186, -0.985, 2.721], [-4.256, -0.137, -0.010], [-5.314, 0.782, -0.242], [-5.851, 0.957, -1.539], [-7.002, 1.718, -1.724], [-7.642, 2.318, -0.632], [-7.102, 2.180, 0.653], [-5.939, 1.447, 0.845], [-4.071, -3.560, 2.042], [-2.746, -2.678, 1.253], [-3.885, -3.671, 0.286], [-6.868, -2.955, 0.614], [-7.275, -1.291, 0.144], [-6.310, -2.295, -0.949], [-4.295, -0.458, 3.085], [-6.064, -0.348, 2.870], [-5.326, -1.888, 3.331], [-5.347, 0.462, -2.374], [-7.397, 1.843, -2.733], [-8.558, 2.897, -0.781], [-7.577, 2.650, 1.516], [-5.479, 1.388, 1.836]], "molar_mass_g_mol": 646.7, "s_squared": 2.02, "fmax_ev_per_a": 2.4, "e_above_lowest_kj_mol": 0.0, "multiplicity": 3, "total_charge": -1}



# 3
{"formula": "C32H44N9OV", "method": "wB97M-V/def2-TZVPD", "species": ["V", "C", "C", "N", "C", "C", "N", "C", "C", "N", "H", "H", "H", "H", "H", "H", "H", "H", "H", "H", "H", "H", "H", "H", "H", "C", "C", "C", "C", "C", "C", "C", "N", "C", "N", "C", "C", "C", "C", "C", "C", "C", "N", "C", "C", "C", "C", "C", "C", "C", "H", "H", "H", "H", "H", "H", "H", "H", "H", "H", "H", "H", "H", "H", "H", "H", "H", "H", "H", "H", "H", "H", "C", "N", "C", "C", "O", "N", "C", "N", "H", "H", "H", "H", "H", "H", "H"], "positions_angstrom": [[-0.070, -1.332, -0.669], [-2.096, -3.466, -1.864], [-1.211, -2.839, -2.950], [0.133, -2.529, -2.416], [0.976, -3.725, -2.150], [1.839, -3.475, -0.917], [0.984, -2.985, 0.200], [0.201, -4.055, 0.867], [-1.282, -4.119, 0.420], [-1.707, -3.027, -0.490], [-2.041, -4.550, -1.914], [-3.130, -3.200, -2.064], [-1.640, -1.898, -3.275], [-1.163, -3.497, -3.821], [0.584, -1.954, -3.135], [1.606, -3.961, -3.005], [0.330, -4.591, -1.975], [2.567, -2.697, -1.130], [2.377, -4.383, -0.635], [1.597, -2.574, 0.895], [0.239, -3.884, 1.938], [0.674, -5.020, 0.678], [-1.907, -4.109, 1.308], [-1.456, -5.075, -0.071], [-2.465, -2.518, -0.060], [-1.391, 2.731, 4.860], [0.001, 3.012, 4.354], [0.883, 3.816, 5.069], [2.162, 4.093, 4.603], [2.586, 3.525, 3.413], [1.735, 2.697, 2.691], [0.439, 2.462, 3.148], [-0.493, 1.633, 2.450], [-0.241, 0.994, 1.259], [0.187, 1.809, 0.272], [1.048, 1.461, -0.836], [1.329, 0.119, -1.142], [2.304, -0.026, -2.150], [2.860, 1.035, -2.851], [2.458, 2.332, -2.558], [1.559, 2.569, -1.528], [1.178, 3.986, -1.157], [-0.494, -0.271, 1.059], [-0.868, -1.031, 2.218], [-2.206, -1.376, 2.395], [-2.611, -2.122, 3.493], [-1.665, -2.529, 4.426], [-0.335, -2.167, 4.258], [0.086, -1.403, 3.170], [1.530, -0.978, 3.059], [-1.602, 3.324, 5.747], [-1.519, 1.677, 5.135], [-2.146, 2.971, 4.106], [0.553, 4.239, 6.012], [2.820, 4.742, 5.169], [3.587, 3.713, 3.041], [2.101, 2.214, 1.792], [-1.122, 1.127, 3.052], [0.249, 2.770, 0.564], [2.643, -1.022, -2.433], [3.589, 0.853, -3.632], [2.861, 3.170, -3.116], [1.573, 4.688, -1.889], [1.587, 4.279, -0.182], [0.092, 4.128, -1.114], [-2.934, -1.025, 1.667], [-3.657, -2.372, 3.625], [-1.963, -3.112, 5.289], [0.401, -2.477, 4.993], [2.198, -1.811, 3.296], [1.753, -0.182, 3.775], [1.775, -0.598, 2.067], [-1.973, 3.276, -5.052], [-1.246, 2.115, -4.572], [-0.478, 1.220, -5.425], [-0.184, 0.073, -4.461], [0.459, -0.921, -4.746], [-0.766, 0.339, -3.246], [-1.362, 1.520, -3.373], [-2.047, 2.086, -2.359], [-1.419, 3.719, -5.876], [-2.059, 4.034, -4.272], [-2.974, 3.017, -5.403], [0.448, 1.680, -5.771], [-1.047, 0.870, -6.288], [-1.848, 1.721, -1.443], [-2.323, 3.050, -2.418]], "molar_mass_g_mol": 621.7, "s_squared": 3.76, "fmax_ev_per_a": 1.2, "e_above_lowest_kj_mol": 86.5, "multiplicity": 4, "total_charge": 1}